Molecular formula: C33H31InN4O3S3Sb
Method: DFT, the ωB97M-V functional and the def2-TZVPD basis

```
76
Properties=species:S:1:pos:R:3:lowdin_charge:R:1
In 1.01250 0.57853 1.20215 0.502
C -4.78462 0.01842 -0.46655 -0.031
C -3.59521 -0.77054 -0.93897 -0.324
C -3.45499 -1.13821 -2.27655 -0.038
C -2.35274 -1.88119 -2.65680 -0.062
C -1.43286 -2.26277 -1.69504 -0.020
C -1.66163 -1.87426 -0.38245 -0.220
N -2.70796 -1.13294 -0.01422 0.186
C -0.79960 -2.37408 0.72363 -0.226
C -0.43325 -3.71544 0.76534 -0.001
C 0.25428 -4.18332 1.86738 -0.030
C 0.51242 -3.32306 2.92300 0.006
C 0.12311 -1.99770 2.80510 -0.216
N -0.47401 -1.53270 1.70335 0.129
C 0.26533 -1.00191 3.90859 -0.268
C 0.66993 -1.35856 5.18153 -0.019
C 0.70688 -0.37998 6.16200 -0.044
C 0.30888 0.90110 5.85072 -0.021
C -0.08092 1.19190 4.54632 -0.331
C -0.53256 2.56654 4.16195 -0.035
N -0.07388 0.25521 3.59777 0.086
H -5.61876 -0.65372 -0.25080 0.081
H -4.52901 0.54754 0.44895 0.076
H -5.11299 0.73354 -1.22154 0.072
H -4.20075 -0.82828 -2.99857 0.111
H -2.20660 -2.16573 -3.69221 0.108
H -0.54399 -2.82534 -1.94729 0.107
H -0.70251 -4.37793 -0.04568 0.120
H 0.55666 -5.22102 1.92576 0.113
H 1.00707 -3.68385 3.81244 0.108
H 0.95166 -2.37450 5.41420 0.106
H 1.03881 -0.62401 7.16319 0.114
H 0.31933 1.68416 6.59687 0.117
H -0.91505 3.10716 5.02742 0.083
H 0.29828 3.12994 3.73286 0.038
H -1.31000 2.49885 3.40156 0.071
S 5.28699 2.14705 0.80961 -0.122
Sb 3.68622 2.65921 2.44718 0.256
S 1.58443 2.99966 1.23593 -0.050
S 3.09224 0.53666 3.26785 -0.115
C 1.82974 -2.53997 -4.26673 -0.065
O 1.13082 -1.31800 -4.07842 -0.098
C 1.81056 -0.30730 -3.46484 -0.231
C 3.15513 -0.33215 -3.14682 -0.015
C 3.72882 0.77205 -2.52775 -0.076
C 2.97118 1.89155 -2.22596 -0.082
C 1.62743 1.92147 -2.55941 -0.008
C 1.04958 0.82724 -3.17333 -0.156
N -0.27235 0.83328 -3.67165 0.148
C -1.33849 1.53313 -3.34116 -0.008
C -1.68133 2.23536 -2.18720 -0.134
C -2.77495 3.14855 -2.32530 -0.054
C -3.23596 3.88257 -1.28487 -0.092
C -2.63633 3.70744 -0.00680 -0.052
C -1.65097 2.79518 0.19213 -0.033
C -1.13420 1.97684 -0.87198 -0.360
O -0.31679 1.03192 -0.67637 -0.114
H 2.67170 -2.41281 -4.95038 0.095
H 1.11600 -3.23336 -4.70203 0.093
H 2.18555 -2.92769 -3.31011 0.095
H 3.75862 -1.20229 -3.36080 0.111
H 4.78009 0.75995 -2.27165 0.104
H 3.42365 2.73619 -1.72818 0.087
H 1.03281 2.80615 -2.36778 0.127
H -0.37685 0.21893 -4.46810 0.155
H -2.07862 1.54959 -4.13705 0.141
H -3.22183 3.26735 -3.30750 0.112
H -4.05051 4.58093 -1.41825 0.100
H -2.99006 4.30540 0.82510 0.112
H -1.21811 2.64966 1.17179 0.051
C 3.49259 -1.48325 0.46408 -0.094
C 2.06990 -1.16358 0.12593 -0.419
O 1.44345 -1.79082 -0.69741 -0.013
H 3.79231 -2.43416 0.01567 0.085
H 3.63203 -1.48876 1.54241 0.014
H 4.12427 -0.67099 0.09473 0.055
```

electronic energy: -3345.854460 hartree
multiplicity: 2
E_HOMO (spin up / spin down): -6.9 / -6.9 eV
gap between HOMO and LUMO (spin up / spin down): 6.217 / 5.392 eV